Entry from OMol25: the molecule C2H4O2S at a distorted geometry (ωB97M-V with the def2-TZVPD basis set).

As for the spin multiplicity: 3. Its expectation value of S² is 2.01. The calculation puts the largest force on an atom at 3.25 eV Å⁻¹. Its frontier orbital gap (alpha / beta) is 0.2997 / 0.3104 Eh. As for the HOMO energy (alpha / beta): -7.443 / -9.707 eV. The value obtained for the LUMO energy (alpha / beta) is 0.713 / -1.261 eV.

Positions of all 9 atoms, in Å:
C -1.94 -0.21 0.43
C 0.28 -0.25 -0.25
O -4.65 0.91 0.22
O -0.96 -0.92 -0.18
S -3.94 -0.24 -0.35
H -1.66 0.62 1.14
H 0.72 -0.18 0.69
H 0.18 0.84 -0.66
H 0.75 -0.92 -0.95

Entry from OMol25: the molecule C2H4O2Si at a distorted geometry (ωB97M-V with the def2-TZVPD basis set).

The calculation puts the largest force on an atom at 3.70 eV Å⁻¹. Its frontier orbital gap is 0.3065 Eh. As for the HOMO energy: -9.258 eV. The value obtained for the LUMO energy is -0.918 eV.

Positions of all 9 atoms, in Å:
C 0.23 -0.76 0.14
C -0.90 -0.33 1.03
O 0.19 -0.65 -1.23
O -0.88 -0.10 2.20
Si -0.05 0.80 -2.22
H 0.28 -1.83 0.21
H 1.19 -0.37 0.73
H -1.94 -0.23 0.63
H -0.96 1.58 -1.29

Entry from OMol25: the molecule C2H4O3S at a distorted geometry (ωB97M-V with the def2-TZVPD basis set).

The calculation puts the largest force on an atom at 3.56 eV Å⁻¹. Its frontier orbital gap is 0.4134 Eh. As for the HOMO energy: -10.607 eV. The value obtained for the LUMO energy is 0.641 eV. The SMILES is O=S1(=O)C[C@H]1O.

Positions of all 10 atoms, in Å:
O 0.09 1.99 0.13
S -0.56 0.78 0.56
O -1.56 0.80 1.58
C -0.70 -0.48 -0.67
C 0.49 -0.63 0.35
O 1.80 -0.20 -0.26
H -0.40 -0.30 -1.69
H -1.50 -1.19 -0.56
H 0.62 -1.52 0.94
H 1.73 0.76 -0.37

Entry from OMol25: a cluster of 2 separate species, C2H4O4 in total at a distorted geometry (ωB97M-V with the def2-TZVPD basis set).

The calculation puts the largest force on an atom at 4.17 eV Å⁻¹. Its frontier orbital gap is 0.4052 Eh. As for the HOMO energy: -10.637 eV. The value obtained for the LUMO energy is 0.390 eV. The SMILES is O=CO.O=CO.

Positions of all 10 atoms, in Å:
O -3.14 -1.19 -0.44
C -2.13 -0.58 -0.55
O -1.14 -0.59 0.37
H -1.88 0.03 -1.34
H -0.35 0.04 0.25
O 3.17 0.77 0.37
C 2.15 0.29 0.08
O 1.01 1.06 0.15
H 1.87 -0.55 -0.43
H 1.11 1.80 0.70